No. 1
C31H33BrCl2N7O5V | the ωB97M-V functional and the def2-TZVPD basis

* charge: +1
* frontier orbital gap (alpha / beta): 4.3 / 4.8 eV
* HOMO (alpha / beta): -8.04 / -8.31 eV
* maximum force: 6.023 eV/Å
* spin multiplicity: 2

```
80
Properties=species:S:1:pos:R:3:lowdin_spin:R:1
Br -1.812 0.502 -7.498 0.003
V -0.213 0.110 -0.171 0.824
Cl -3.403 1.692 -0.875 -0.001
Cl -2.150 4.851 -5.097 0.002
O -0.591 1.712 -0.520 0.002
O 0.573 -1.410 0.048 -0.012
O 2.102 -0.457 4.422 0.000
O 1.612 -1.414 2.494 -0.001
O 1.505 3.503 -0.140 0.013
N -1.568 -0.500 1.117 0.018
N 0.204 3.641 3.434 0.000
N -0.108 4.967 1.562 0.000
N -1.587 -0.627 -1.515 0.034
N 1.812 0.088 -1.612 0.000
N 1.506 0.970 1.168 0.002
N -1.542 3.223 1.998 0.001
C -2.301 2.651 -1.805 0.003
C 2.880 -1.680 -2.805 0.000
C -2.499 -1.316 0.529 0.037
C 1.666 1.039 2.612 0.001
C -1.713 4.091 -3.613 0.009
C -2.504 -1.336 -0.866 -0.039
C -1.666 -0.430 -2.877 0.000
C -0.745 0.666 -4.850 -0.002
C -2.686 3.338 -2.923 0.002
C -0.712 0.394 -3.500 0.010
C 1.820 -0.363 3.258 0.000
C -0.451 4.248 -3.105 0.004
C -0.959 2.624 -1.340 0.009
C 2.467 0.965 -2.369 0.001
C -0.058 3.592 -1.919 0.009
C 2.020 -1.207 -1.815 0.001
C -1.752 0.126 -5.637 0.011
C -2.718 -0.683 -5.058 -0.001
C -3.396 -2.085 1.309 -0.018
C -2.679 -0.956 -3.707 0.008
C -0.457 3.932 2.316 0.000
C -2.349 -1.220 3.266 -0.014
C -3.314 -2.054 2.672 0.040
C 2.635 3.427 2.874 0.000
C 2.831 1.924 3.090 0.000
C 1.165 3.907 -1.272 0.012
C 1.560 4.063 3.767 0.000
C 3.335 0.588 -3.375 0.000
C 3.537 -0.766 -3.607 0.001
C 1.288 -2.131 -0.865 0.002
C -1.526 -0.480 2.451 0.031
H 2.423 3.625 1.823 0.000
H -3.462 -1.580 -3.305 0.001
H 3.741 1.619 2.570 0.000
H -3.502 -1.103 -5.670 0.000
H 1.808 4.637 -1.788 0.000
H -1.809 2.398 2.511 0.001
H 0.261 4.885 -3.609 0.000
H -2.047 3.400 1.144 0.000
H 3.022 -2.742 -2.930 0.000
H 2.286 2.011 -2.162 0.000
H 0.059 0.845 -2.898 0.001
H 0.009 1.294 -5.297 0.000
H 3.838 1.332 -3.968 0.000
H -3.275 -1.897 -1.381 -0.002
H 2.984 1.720 4.150 0.000
H 2.023 -2.796 -0.371 0.000
H 0.759 5.449 1.729 0.000
H -3.962 -2.654 3.289 0.003
H 1.229 -1.255 1.580 0.000
H -2.233 -1.175 4.336 -0.002
H -0.772 0.157 2.896 0.002
H 1.626 5.153 3.707 0.000
H 1.734 3.781 4.806 0.000
H -0.549 5.108 0.667 0.000
H 0.607 -2.775 -1.452 -0.001
H -4.117 -2.704 0.798 -0.002
H 2.353 0.571 0.764 0.000
H 1.445 1.916 0.766 0.000
H -3.706 3.309 -3.270 0.000
H 4.203 -1.100 -4.388 0.000
H -0.202 2.947 4.043 0.000
H 0.744 1.447 3.034 0.000
H 3.575 3.923 3.121 0.000
```


No. 2
C36H97N3O27S8 | the ωB97M-V functional and the def2-TZVPD basis

* frontier orbital gap: 9.3 eV
* HOMO: -9.25 eV
* structure (SMILES): CCOS(C)(=O)=O.CCOS(C)(=O)=O.CCOS(C)(=O)=O.CCOS(C)(=O)=O.CCOS(C)(=O)=O.CCOS(C)(=O)=O.CCOS(C)(=O)=O.CCOS(C)(=O)=O.COC[C@H](C)N.COC[C@H](C)N.COC[C@H](C)N
* maximum force: 3.628 eV/Å

```
171
Properties=species:S:1:pos:R:3:lowdin_charge:R:1
S 4.536 4.424 0.801 0.608
S 1.143 -6.797 2.621 0.530
S -1.512 -4.619 -3.189 0.573
S 1.326 6.348 4.071 0.561
S -5.549 3.032 0.093 0.549
S -4.463 -1.725 -0.703 0.577
S 4.772 -1.558 -2.103 0.533
S -1.552 2.665 5.568 0.564
O -3.263 -2.078 -0.048 -0.265
O 1.498 -7.898 3.435 -0.257
O 6.112 -1.327 -1.744 -0.261
O 5.247 3.660 -0.387 -0.268
O 5.314 5.628 1.077 -0.279
O -5.571 -1.058 -0.008 -0.299
O -5.589 4.124 1.024 -0.275
O -0.118 0.982 -1.500 -0.185
O -1.880 4.112 5.986 -0.265
O -4.972 3.274 -1.193 -0.284
O -2.097 -6.024 -2.804 -0.244
O -2.595 -3.643 -3.049 -0.294
O 1.063 -2.431 1.477 -0.212
O -2.151 1.713 6.531 -0.302
O 3.758 -0.524 -2.061 -0.295
O -0.017 -6.114 3.443 -0.246
O 4.339 -2.807 -1.277 -0.243
O 0.681 -7.005 1.268 -0.297
O 1.671 5.003 3.770 -0.282
O -4.224 -0.916 -2.056 -0.241
O -0.243 6.668 4.205 -0.257
O -4.633 1.861 0.629 -0.285
O -1.969 2.595 4.187 -0.291
O -0.278 -4.428 -2.538 -0.267
O 1.912 7.024 5.188 -0.282
O 3.118 4.620 0.510 -0.323
O 1.561 0.153 -9.162 -0.199
N 0.913 2.480 1.605 0.089
N 2.305 0.111 3.732 0.042
N 1.291 -1.946 -5.975 0.048
C 4.581 3.196 2.075 -0.109
C 1.768 -0.238 -7.757 -0.200
C -3.933 0.475 2.403 -0.050
C 0.617 0.494 -2.640 -0.082
C 2.100 1.472 -9.379 -0.094
C -1.170 -4.651 -4.882 -0.107
C -1.169 5.966 3.284 -0.218
C -0.396 -7.591 -1.999 -0.058
C 4.671 2.557 -1.138 -0.222
C -1.131 2.906 0.404 -0.039
C -7.100 2.208 -0.112 -0.107
C 3.342 -2.049 3.268 -0.058
C 2.933 -4.780 -0.904 -0.051
C -3.205 0.815 -3.352 -0.032
C 1.708 7.426 2.695 -0.113
C -2.480 6.726 3.295 -0.037
C -0.023 -2.313 0.551 -0.066
C -0.014 1.925 0.646 -0.428
C -3.054 -0.139 -2.108 -0.265
C -5.107 -3.216 -1.281 -0.131
C 2.440 -0.936 2.759 -0.479
C -1.624 -4.265 3.752 -0.056
C -1.630 -6.795 -1.661 -0.212
C 1.010 -1.555 -7.456 -0.411
C 2.945 -3.380 -1.468 -0.185
C 0.176 2.594 5.699 -0.125
C -0.442 -1.445 -7.766 -0.078
C -3.022 5.639 7.325 -0.070
C 4.741 2.814 -2.649 -0.053
C -4.845 1.592 2.010 -0.286
C 2.446 -5.682 2.600 -0.151
C 0.793 1.436 -0.564 -0.228
C 4.857 -2.229 -3.759 -0.107
C -1.022 -5.223 2.792 -0.218
C 1.025 -1.420 2.438 -0.212
C -2.140 4.476 7.350 -0.289
H -0.426 -5.274 -5.154 0.041
H 5.688 2.728 -3.146 0.065
H -1.299 4.946 3.600 0.077
H -2.938 6.743 4.250 0.055
H -3.224 6.157 2.768 0.082
H -0.954 -0.572 -7.298 0.094
H -2.579 3.631 7.845 0.107
H -0.543 -4.621 2.012 0.098
H 1.439 0.605 -0.273 0.119
H 5.555 2.736 2.130 0.075
H 3.363 -4.748 0.111 0.067
H 0.458 -1.692 3.360 0.131
H 2.909 -0.380 -7.549 0.144
H 3.239 -6.139 1.969 0.089
H -0.962 -2.413 -7.435 0.095
H -3.664 0.520 3.452 0.067
H 2.279 -2.763 -0.881 0.094
H -6.856 1.398 -0.806 0.073
H -2.920 0.697 1.920 0.101
H 3.096 1.556 -9.014 0.070
H 0.446 -0.571 1.997 0.107
H 2.822 -5.571 3.654 0.103
H 4.560 3.700 2.986 0.045
H -2.944 0.455 -1.160 0.114
H -0.979 -2.488 1.071 0.084
H 1.393 2.300 -0.940 0.132
H 3.725 2.495 1.937 0.073
H 2.176 1.644 -10.458 0.092
H -0.484 1.020 1.036 0.111
H 0.034 -7.697 -1.031 0.046
H -2.997 0.263 -4.265 0.065
H -0.823 -3.668 -5.054 0.040
H -0.957 -3.412 3.898 0.070
H -2.405 6.338 6.696 0.092
H -4.016 5.337 6.838 0.122
H 4.333 3.846 -2.869 0.102
H 1.532 3.182 1.187 0.054
H 1.022 7.182 1.867 0.068
H -1.979 2.465 -0.223 0.086
H -2.494 1.628 -3.195 0.073
H 1.271 -0.368 -2.435 0.067
H -7.725 2.942 -0.583 0.067
H -7.416 1.777 0.867 0.080
H 5.710 -2.879 -3.818 0.069
H 1.302 1.255 -3.034 0.087
H 0.283 -7.070 -2.709 0.090
H 3.606 2.473 -0.822 0.101
H -0.551 -1.378 -8.845 0.075
H 2.157 -4.719 2.181 0.041
H 2.734 7.232 2.316 0.075
H -4.290 -3.675 -1.855 0.040
H -2.161 -0.785 -2.178 0.107
H 0.643 3.355 4.993 0.069
H -1.774 -4.702 4.717 0.080
H 0.463 2.943 2.306 0.012
H 0.906 -1.252 -5.376 0.030
H -4.625 2.531 2.517 0.106
H -0.569 -8.592 -2.386 0.079
H 5.182 1.678 -0.833 0.099
H 2.615 -3.373 -2.488 0.098
H 0.124 -3.026 -0.259 0.076
H -5.529 -3.807 -0.490 0.076
H 2.311 -1.840 -5.829 0.054
H 1.728 8.464 3.104 0.087
H -4.325 -0.490 2.020 0.064
H -1.775 -5.913 2.406 0.124
H 1.421 2.162 -8.956 0.073
H -5.939 -2.920 -1.939 0.085
H 3.462 -5.546 -1.516 0.099
H 1.928 -5.180 -0.753 0.072
H -1.499 3.207 1.398 0.071
H -0.115 0.163 -3.417 0.086
H -2.544 -3.943 3.297 0.085
H 3.380 -2.782 2.449 0.063
H 4.077 2.148 -3.224 0.066
H -2.426 7.729 2.918 0.081
H -0.004 -1.308 0.168 0.071
H 4.325 -1.630 3.494 0.081
H -0.769 5.962 2.282 0.104
H -1.535 -6.155 -0.846 0.088
H 4.860 -1.460 -4.588 0.099
H 2.967 -0.626 1.778 0.157
H -1.179 4.644 7.824 0.128
H -4.214 1.195 -3.434 0.070
H -3.165 6.144 8.306 0.097
H 0.484 1.532 5.461 0.088
H -2.480 -7.496 -1.425 0.147
H -0.832 3.815 -0.167 0.097
H 2.878 -2.562 4.111 0.084
H 3.965 -2.782 -3.810 0.014
H 3.294 0.394 3.958 0.098
H 1.916 0.852 3.160 0.032
H -2.103 -4.774 -5.420 0.090
H 0.442 2.813 6.731 0.074
H 1.398 0.512 -7.080 0.107
H 1.527 -2.336 -8.077 0.148
H -5.975 1.491 2.099 0.121
```


No. 3
C30H20N8O3Pt | the ωB97M-V functional and the def2-TZVPD basis

* charge: +2
* frontier orbital gap (alpha / beta): 6.1 / 5.8 eV
* HOMO (alpha / beta): -13.66 / -13.51 eV
* maximum force: 0.829 eV/Å

```
62
Properties=species:S:1:pos:R:3:lowdin_charge:R:1
Pt -0.005 -0.133 0.041 1.597
O -4.776 5.703 -0.228 0.133
O -2.736 6.360 -0.296 0.106
O 0.299 -4.353 -0.373 0.150
N -0.142 1.904 -0.090 -0.041
N -3.588 5.503 -0.237 -0.323
N -2.068 0.080 0.101 -0.039
N 0.419 -0.013 2.057 -0.052
N 2.570 -0.416 1.140 0.141
N 0.252 -0.234 -1.963 -0.054
N -0.055 -2.084 0.197 -0.059
N 1.956 -0.279 0.021 -0.152
C -3.126 4.081 -0.163 -0.029
C -4.089 3.148 -0.115 0.102
C -0.795 -0.048 -2.915 -0.292
C 3.340 -0.923 -3.780 -0.003
C -2.977 -0.871 0.197 -0.069
C 2.260 -0.423 3.516 0.039
C -1.779 1.173 -4.735 -0.051
C -2.914 -0.736 -3.819 -0.052
C -3.774 1.755 -0.031 -0.095
C 2.018 -0.659 -3.592 0.013
C 0.145 -3.220 -0.111 -0.444
C -2.446 1.379 -0.011 -0.143
C -1.883 -0.913 -2.909 -0.037
C -4.743 0.733 0.045 0.068
C -4.343 -0.574 0.166 0.021
C 3.855 -0.784 -1.421 0.010
C -1.724 3.731 -0.146 -0.023
C 0.872 2.747 -0.115 -0.053
C 1.746 -0.284 2.235 -0.297
C 0.078 0.041 4.402 -0.014
C 2.491 -0.498 -1.197 -0.191
C -0.740 0.994 -3.833 -0.031
C 4.268 -0.987 -2.695 -0.029
C -0.386 0.157 3.111 -0.084
C -0.620 4.617 -0.172 0.072
C -2.868 0.314 -4.728 -0.054
C 0.658 4.122 -0.152 0.022
C 1.537 -0.431 -2.276 -0.195
C 1.419 -0.272 4.602 0.003
C -1.420 2.366 -0.091 -0.120
H 1.868 2.324 -0.111 0.129
H -1.421 0.391 2.901 0.120
H -2.614 -1.886 0.305 0.125
H 4.539 -0.843 -0.586 0.126
H 1.506 4.794 -0.168 0.135
H 5.307 -1.213 -2.887 0.125
H -5.121 3.474 -0.132 0.149
H -5.795 0.997 0.011 0.146
H -1.874 -1.760 -2.231 0.107
H 3.312 -0.650 3.623 0.136
H -3.740 -1.436 -3.840 0.118
H 3.694 -1.105 -4.787 0.129
H -1.736 1.986 -5.449 0.119
H -3.675 0.454 -5.436 0.118
H -0.600 0.185 5.232 0.127
H -0.793 5.681 -0.205 0.122
H 1.803 -0.395 5.607 0.134
H -5.057 -1.382 0.237 0.135
H 1.332 -0.658 -4.425 0.126
H 0.110 1.668 -3.826 0.124
```


For each record above, in turn, the calculated total energy values are -6398.8813, -6810.8679, -1937.7176 Eh.
For each record above, in turn, the calculated ΔE to the lowest compared entry with this formula, charge and spin values are 37.3, 0.0, 6.6 kcal/mol.